*w*
2 unconnected molecules or ions with the total composition C9H14NP. Source: the Open Molecules 2025 dataset; level of theory: ωB97M-V/def2-TZVPD.

Values from the calculation:
E_LUMO (spin up / spin down) ... -0.1 / 0.1 eV
HOMO (spin up / spin down) ... -0.2984 / -0.2768 Eh
Orbital gap (spin up / spin down) ... 8.0 / 7.6 eV

Geometry (Å):
1 C -1.68 3.26 1.15
2 C -2.55 3.04 0.09
3 C -0.48 2.55 1.21
4 C -2.19 2.14 -0.90
5 C -0.26 1.67 0.18
6 C -0.36 -2.27 1.08
7 C 1.37 -3.07 -0.55
8 C 2.41 -0.03 -1.11
9 C 0.56 -1.87 -0.06
10 N -1.05 1.46 -0.82
11 P 1.70 -0.50 0.54
12 H -1.94 3.95 1.94
13 H -3.50 3.56 0.04
14 H 0.21 2.68 2.03
15 H -2.83 1.93 -1.75
16 H 0.22 -2.54 1.97
17 H -1.02 -1.45 1.35
18 H -0.97 -3.13 0.80
19 H 2.07 -3.40 0.22
20 H 1.94 -2.84 -1.45
21 H 0.71 -3.90 -0.78
22 H 1.60 0.24 -1.79
23 H 2.99 -0.85 -1.53
24 H 3.07 0.83 -0.97
25 H -0.03 -1.47 -0.89

Charge distribution, Mulliken scheme, values in e:
1. C -0.152
2. C -0.416
3. C -0.875
4. C -0.334
5. C 0.446
6. C -1.527
7. C -1.484
8. C -1.002
9. C 0.489
10. N -0.273
11. P 0.073
12. H 0.367
13. H 0.356
14. H 0.384
15. H 0.353
16. H 0.381
17. H 0.351
18. H 0.407
19. H 0.372
20. H 0.367
21. H 0.417
22. H 0.291
23. H 0.343
24. H 0.363
25. H 0.303

*x*
2 unconnected molecules or ions with the total composition C9H14NP. Source: the Open Molecules 2025 dataset; level of theory: ωB97M-V/def2-TZVPD.

Values from the calculation:
E_LUMO (spin up / spin down) ... 0.0 / 0.0 eV
HOMO (spin up / spin down) ... -0.2732 / -0.2733 Eh
Orbital gap (spin up / spin down) ... 7.5 / 7.5 eV

Geometry (Å):
1 C -2.52 -0.71 -2.10
2 C -2.29 -1.83 -1.25
3 C -1.41 0.07 -2.43
4 C -1.03 -1.90 -0.60
5 C -0.23 -0.08 -1.82
6 C 0.00 -1.05 -0.86
7 C -0.49 1.15 1.70
8 C 2.23 1.77 0.84
9 C 1.31 -1.03 -0.20
10 N 1.46 0.33 3.33
11 P 1.16 0.56 1.80
12 H -3.27 -0.71 -2.87
13 H -3.10 -2.40 -0.89
14 H -1.62 0.82 -3.18
15 H -0.94 -2.70 0.20
16 H 0.54 0.46 -2.17
17 H -0.78 1.21 2.83
18 H -0.79 2.15 1.32
19 H -1.21 0.28 1.21
20 H 1.66 1.87 -0.07
21 H 2.02 2.74 1.19
22 H 3.23 1.43 0.68
23 H 1.58 -1.81 0.48
24 H 2.14 -0.64 -0.84
25 H 2.35 0.03 3.70

Charge distribution, Mulliken scheme, values in e:
1. C -0.662
2. C -0.442
3. C -0.522
4. C -0.082
5. C -0.383
6. C 0.823
7. C -0.880
8. C -1.115
9. C -1.591
10. N -0.785
11. P 0.800
12. H 0.349
13. H 0.403
14. H 0.365
15. H 0.206
16. H 0.504
17. H 0.354
18. H 0.357
19. H 0.170
20. H 0.291
21. H 0.445
22. H 0.327
23. H 0.501
24. H 0.340
25. H 0.227

Result of the stability comparison: *w* is the most stable of them.

*w*
2 unconnected molecules or ions with the total composition C4H13NO2S. Source: the Open Molecules 2025 dataset; level of theory: ωB97M-V/def2-TZVPD.

Values from the calculation:
Structure (SMILES) ... N[C@@H](CO)CCS.O
E_LUMO ... 0.7 eV
HOMO ... -0.3319 Eh
Orbital gap ... 9.7 eV

Geometry (Å):
1 C 1.01 -1.25 1.14
2 O 2.33 -0.84 1.44
3 C 0.25 0.00 0.68
4 C -1.14 -0.26 0.12
5 C -1.20 -0.38 -1.42
6 S -1.14 -2.12 -2.03
7 N 0.04 0.96 1.79
8 H 0.97 -1.96 0.30
9 H 0.54 -1.85 1.93
10 H 2.95 -1.54 1.29
11 H 0.82 0.50 -0.09
12 H -1.64 -1.18 0.47
13 H -1.84 0.54 0.40
14 H -0.36 0.08 -1.94
15 H -2.09 0.16 -1.76
16 H -0.44 -2.00 -3.15
17 H -0.66 0.57 2.40
18 H 0.97 1.20 2.13
19 H 0.58 3.15 -1.92
20 H 0.22 3.00 -0.47
21 O -0.17 3.22 -1.33

Charge distribution, Mulliken scheme, values in e:
1. C -0.670
2. O -0.524
3. C 0.399
4. C -0.984
5. C -0.610
6. S -0.274
7. N -0.660
8. H 0.317
9. H 0.286
10. H 0.304
11. H 0.278
12. H 0.390
13. H 0.395
14. H 0.318
15. H 0.417
16. H 0.133
17. H 0.235
18. H 0.270
19. H 0.307
20. H 0.313
21. O -0.640

*x*
3 unconnected molecules or ions with the total composition C4H13NO2S. Source: the Open Molecules 2025 dataset; level of theory: ωB97M-V/def2-TZVPD.

Values from the calculation:
E_LUMO ... -0.9 eV
HOMO ... -0.2931 Eh
Orbital gap ... 7.1 eV

Geometry (Å):
1 C -0.75 -1.26 0.04
2 N -0.42 -0.18 -0.86
3 C 0.66 -0.75 -1.69
4 O 0.96 0.26 -2.68
5 C -0.59 -0.82 1.50
6 C 0.72 -0.24 1.95
7 S 0.65 1.59 1.81
8 H -0.12 -2.26 -0.03
9 H -1.77 -1.62 -0.29
10 H 0.88 1.29 -0.43
11 H 1.49 -1.26 -1.02
12 H 0.14 -1.70 -2.27
13 H 0.17 0.55 -3.15
14 H -1.35 -0.04 1.77
15 H -0.96 -1.57 2.23
16 H 0.81 -0.53 3.00
17 H 1.62 -0.58 1.39
18 H 1.93 1.71 2.14
19 H -1.22 3.21 -1.51
20 H -1.13 1.71 -0.91
21 O -1.71 2.49 -1.02

Charge distribution, Mulliken scheme, values in e:
1. C -0.868
2. N -0.288
3. C -0.302
4. O -0.519
5. C -0.734
6. C -0.516
7. S -0.177
8. H 0.353
9. H 0.339
10. H 0.157
11. H 0.268
12. H 0.259
13. H 0.341
14. H 0.354
15. H 0.402
16. H 0.362
17. H 0.341
18. H 0.157
19. H 0.321
20. H 0.433
21. O -0.681

Result of the stability comparison: *w* is the most stable of them.

*w*
A gas-phase ion, C22H31N2O2 (charge +1). Source: the Open Molecules 2025 dataset; level of theory: ωB97M-V/def2-TZVPD.

Values from the calculation:
Structure (SMILES) ... CC[N@H+]1CCC[C@@H]1CNCc1cccc(OC)c1OCc1ccccc1
E_LUMO ... -2.0 eV
Net charge ... +1
HOMO ... -0.4037 Eh
Orbital gap ... 9.0 eV

Geometry (Å):
1 C -1.65 -0.77 2.56
2 H -1.56 -1.84 2.45
3 H -0.72 -0.31 2.24
4 C -2.83 -0.20 1.79
5 N -2.66 -0.32 0.33
6 C -2.78 -1.71 -0.18
7 C -4.27 -1.87 -0.44
8 H -4.81 -2.06 0.48
9 H -4.47 -2.70 -1.12
10 C -4.66 -0.52 -1.04
11 H -4.58 -0.55 -2.13
12 H -5.68 -0.25 -0.79
13 C -3.65 0.48 -0.46
14 H -4.13 1.19 0.21
15 C -2.85 1.25 -1.53
16 N -1.68 1.79 -0.87
17 C -0.46 1.92 -1.66
18 C 0.69 2.01 -0.69
19 C 1.44 3.17 -0.55
20 C 2.46 3.23 0.38
21 C 2.70 2.15 1.22
22 C 1.94 0.99 1.12
23 C 0.96 0.91 0.12
24 O 0.19 -0.22 -0.10
25 C 0.88 -1.48 -0.12
26 C 2.26 -1.42 -0.71
27 C 3.33 -2.02 -0.07
28 C 4.61 -1.94 -0.60
29 C 4.83 -1.25 -1.77
30 C 3.76 -0.64 -2.43
31 C 2.49 -0.73 -1.90
32 H 1.66 -0.27 -2.42
33 H 3.93 -0.11 -3.35
34 H 5.82 -1.18 -2.18
35 H 5.43 -2.42 -0.09
36 H 3.16 -2.56 0.85
37 H 0.24 -2.13 -0.74
38 H 0.93 -1.90 0.89
39 O 2.06 -0.08 1.95
40 C 3.13 -0.11 2.87
41 H 3.06 -1.07 3.37
42 H 3.05 0.69 3.61
43 H 4.10 -0.04 2.35
44 H 3.48 2.22 1.96
45 H 3.06 4.12 0.48
46 H 1.23 4.02 -1.18
47 H -0.47 2.79 -2.33
48 H -0.35 1.02 -2.27
49 H -1.71 0.09 0.09
50 H -1.87 2.66 -0.40
51 H -2.52 0.56 -2.31
52 H -3.50 2.00 -2.00
53 H -2.21 -1.79 -1.11
54 H -2.38 -2.42 0.54
55 H -2.92 0.86 2.02
56 H -3.75 -0.70 2.08
57 H -1.78 -0.55 3.62

Charge distribution, Mulliken scheme, values in e:
1. C -1.150
2. H 0.286
3. H 0.198
4. C -0.540
5. N 1.047
6. C -0.582
7. C -0.827
8. H 0.325
9. H 0.420
10. C -0.740
11. H 0.398
12. H 0.341
13. C 0.048
14. H 0.444
15. C -1.301
16. N -0.152
17. C -0.925
18. C 0.716
19. C -1.012
20. C -1.129
21. C -0.613
22. C -0.141
23. C 0.987
24. O 0.003
25. C -0.980
26. C 0.644
27. C -0.536
28. C -0.727
29. C -0.457
30. C -0.823
31. C 0.002
32. H 0.307
33. H 0.422
34. H 0.421
35. H 0.417
36. H 0.442
37. H 0.528
38. H 0.286
39. O -0.146
40. C -1.170
41. H 0.263
42. H 0.389
43. H 0.446
44. H 0.515
45. H 0.401
46. H 0.457
47. H 0.537
48. H 0.270
49. H -0.188
50. H 0.220
51. H 0.456
52. H 0.438
53. H 0.320
54. H 0.383
55. H 0.473
56. H 0.410
57. H 0.477

*x*
A gas-phase ion, C22H31N2O2 (charge +1). Source: the Open Molecules 2025 dataset; level of theory: ωB97M-V/def2-TZVPD.

Values from the calculation:
Structure (SMILES) ... CC[C@H](C)c1ccccc1NC(=O)[C@H](C)[N@H+](C)Cc1cccc(OC)c1
E_LUMO ... -2.3 eV
Net charge ... +1
HOMO ... -0.4193 Eh
Orbital gap ... 9.1 eV

Geometry (Å):
1 C 1.82 1.39 -4.19
2 H 2.06 1.93 -5.10
3 C 3.02 0.55 -3.75
4 H 3.30 -0.12 -4.57
5 H 3.87 1.21 -3.56
6 C 2.74 -0.29 -2.49
7 C 1.69 -1.34 -2.78
8 C 2.02 -2.47 -3.51
9 C 1.09 -3.47 -3.76
10 C -0.20 -3.35 -3.28
11 C -0.56 -2.22 -2.57
12 C 0.37 -1.22 -2.33
13 N -0.04 -0.03 -1.66
14 C -0.94 0.07 -0.70
15 O -1.61 -0.82 -0.20
16 C -1.17 1.51 -0.13
17 C 0.05 1.90 0.71
18 H 0.24 1.16 1.48
19 H 0.92 1.95 0.07
20 H -0.08 2.87 1.17
21 N -2.44 1.37 0.63
22 C -3.59 1.65 -0.24
23 H -3.50 1.09 -1.17
24 H -4.51 1.35 0.26
25 H -3.64 2.72 -0.46
26 C -2.56 2.06 1.94
27 C -1.78 1.40 3.04
28 C -1.87 0.03 3.23
29 C -1.17 -0.60 4.27
30 C -0.39 0.18 5.13
31 C -0.33 1.55 4.95
32 C -1.01 2.16 3.91
33 H -0.95 3.23 3.78
34 H 0.27 2.15 5.62
35 H 0.15 -0.27 5.95
36 O -1.32 -1.93 4.35
37 C -0.68 -2.64 5.39
38 H -0.96 -3.68 5.26
39 H -1.02 -2.30 6.38
40 H 0.41 -2.54 5.33
41 H -2.47 -0.61 2.61
42 H -3.62 2.04 2.21
43 H -2.27 3.10 1.82
44 H -2.43 0.31 0.79
45 H -1.31 2.24 -0.93
46 H 0.46 0.80 -1.95
47 H -1.57 -2.11 -2.21
48 H -0.93 -4.12 -3.47
49 H 1.38 -4.34 -4.33
50 H 3.02 -2.59 -3.88
51 C 4.04 -0.93 -1.98
52 H 4.55 -1.47 -2.77
53 H 3.83 -1.62 -1.17
54 H 4.71 -0.16 -1.62
55 H 2.39 0.38 -1.70
56 H 0.96 0.75 -4.39
57 H 1.56 2.12 -3.43

Charge distribution, Mulliken scheme, values in e:
1. C -1.160
2. H 0.440
3. C -0.491
4. H 0.315
5. H 0.435
6. C 0.788
7. C 0.442
8. C -0.492
9. C -0.934
10. C -0.705
11. C -0.604
12. C 0.493
13. N 0.229
14. C 0.467
15. O -0.680
16. C 0.019
17. C -1.515
18. H 0.335
19. H 0.429
20. H 0.429
21. N 0.246
22. C -0.903
23. H 0.298
24. H 0.389
25. H 0.395
26. C -1.028
27. C 0.719
28. C -0.042
29. C 0.173
30. C -0.518
31. C -0.913
32. C -0.576
33. H 0.425
34. H 0.399
35. H 0.461
36. O -0.411
37. C -0.900
38. H 0.247
39. H 0.379
40. H 0.368
41. H 0.538
42. H 0.372
43. H 0.457
44. H 0.305
45. H 0.361
46. H -0.085
47. H 0.505
48. H 0.411
49. H 0.414
50. H 0.373
51. C -1.817
52. H 0.344
53. H 0.406
54. H 0.467
55. H 0.004
56. H 0.297
57. H 0.200

Result of the stability comparison: *x* is the most stable of them.

*w*
A gas-phase ion, C3H5O3S2 (charge -1). Source: the Open Molecules 2025 dataset; level of theory: ωB97M-V/def2-TZVPD.

Values from the calculation:
Structure (SMILES) ... CC(=O)CS(=O)(=O)[S-]
E_LUMO ... 3.5 eV
Net charge ... -1
HOMO ... -0.1673 Eh
Orbital gap ... 8.1 eV

Geometry (Å):
1 C -0.28 1.24 0.17
2 C 0.94 1.25 -0.73
3 C -0.24 0.09 1.04
4 O -1.84 -1.31 -0.90
5 O -1.15 2.07 0.12
6 O -1.09 -2.64 1.03
7 S 0.84 -2.22 -0.95
8 S -0.77 -1.69 -0.01
9 H 1.74 1.93 -0.54
10 H 1.41 0.32 -0.63
11 H 0.60 1.42 -1.70
12 H 0.71 -0.42 1.14
13 H -0.89 -0.04 1.96

Charge distribution, Mulliken scheme, values in e:
1. C 0.866
2. C -0.994
3. C -1.115
4. O -0.594
5. O -0.620
6. O -0.599
7. S -0.479
8. S 0.941
9. H 0.333
10. H 0.221
11. H 0.271
12. H 0.407
13. H 0.363

*x*
A molecular structure, C3H5O3S2. Source: the Open Molecules 2025 dataset; level of theory: ωB97M-V/def2-TZVPD.

Values from the calculation:
E_LUMO ... 3.3 eV
Net charge ... -1
HOMO ... -0.1408 Eh
Orbital gap ... 7.2 eV

Geometry (Å):
1 C -1.06 -1.00 -1.27
2 C 0.19 -0.26 -0.95
3 C -0.27 -0.11 1.30
4 O -2.12 -0.20 -1.51
5 O -1.24 -2.19 -1.45
6 O 0.30 1.08 -1.19
7 S 0.04 1.56 1.45
8 S 0.73 -1.40 1.96
9 H 1.11 -0.75 -1.29
10 H -1.44 -0.41 1.39
11 H 0.34 1.58 -0.13
12 H -1.80 0.70 -1.50
13 H 1.81 -0.85 1.52

Charge distribution, Mulliken scheme, values in e:
1. C 0.483
2. C -0.135
3. C -0.213
4. O -0.489
5. O -0.659
6. O -0.669
7. S -0.496
8. S -0.182
9. H 0.322
10. H 0.260
11. H 0.336
12. H 0.361
13. H 0.081

Result of the stability comparison: *w* is the most stable of them.

*w*
2 unconnected molecules or ions with the total composition C3H13N2. Source: the Open Molecules 2025 dataset; level of theory: ωB97M-V/def2-TZVPD.

Values from the calculation:
E_LUMO ... -3.0 eV
Net charge ... +1
HOMO ... -0.5286 Eh
Orbital gap ... 11.4 eV

Geometry (Å):
1 C -2.04 -0.40 -0.81
2 N -1.74 0.13 0.56
3 H -2.44 0.48 -1.30
4 H -2.58 -1.36 -0.85
5 H -0.95 -0.76 -1.00
6 H -2.45 0.76 0.96
7 H -1.69 -0.56 1.29
8 H -0.22 0.27 0.45
9 C 1.17 0.91 -0.94
10 N 0.89 0.44 0.45
11 C 1.64 -0.75 0.89
12 H 0.90 0.20 -1.77
13 H 2.22 0.87 -1.14
14 H 0.74 1.88 -0.98
15 H 1.04 1.21 1.09
16 H 1.05 -1.69 1.26
17 H 2.16 -1.19 0.02
18 H 2.28 -0.43 1.81

Charge distribution, Mulliken scheme, values in e:
1. C -0.520
2. N -0.721
3. H 0.318
4. H 0.281
5. H 0.104
6. H 0.255
7. H 0.257
8. H 0.240
9. C -1.048
10. N 0.045
11. C -0.702
12. H 0.378
13. H 0.451
14. H 0.391
15. H 0.380
16. H 0.272
17. H 0.306
18. H 0.314

*x*
2 unconnected molecules or ions with the total composition C3H13N2. Source: the Open Molecules 2025 dataset; level of theory: ωB97M-V/def2-TZVPD.

Values from the calculation:
E_LUMO ... -3.2 eV
Net charge ... +1
HOMO ... -0.4962 Eh
Orbital gap ... 10.3 eV

Geometry (Å):
1 C -1.35 2.20 0.72
2 N 0.09 1.87 0.50
3 H -1.42 3.07 1.37
4 H -1.81 2.50 -0.23
5 H -1.71 1.32 1.18
6 H 0.62 2.03 1.33
7 H 0.43 2.30 -0.42
8 H 0.08 -0.18 0.23
9 C -0.77 -1.91 -0.67
10 N 0.35 -1.13 0.08
11 C 1.69 -1.15 -0.65
12 H -0.82 -1.40 -1.71
13 H -0.51 -2.93 -0.78
14 H -1.75 -1.66 -0.10
15 H 0.38 -1.58 1.06
16 H 2.27 -0.41 -0.11
17 H 1.63 -0.90 -1.78
18 H 2.13 -2.22 -0.51

Charge distribution, Mulliken scheme, values in e:
1. C -0.748
2. N -0.623
3. H 0.324
4. H 0.282
5. H 0.258
6. H 0.217
7. H 0.249
8. H 0.278
9. C -0.767
10. N -0.118
11. C -0.785
12. H 0.334
13. H 0.385
14. H 0.306
15. H 0.417
16. H 0.341
17. H 0.314
18. H 0.337

Result of the stability comparison: *x* is the most stable of them.

*w*
A molecular structure, H2InO. Source: the Open Molecules 2025 dataset; level of theory: ωB97M-V/def2-TZVPD.

Values from the calculation:
E_LUMO ... -24.3 eV
Net charge ... +3
HOMO ... -0.9922 Eh
Orbital gap ... 2.7 eV

Geometry (Å):
1 In 4.03 1.26 -0.81
2 O -1.01 -0.22 0.26
3 H -1.14 -1.12 0.56
4 H -1.88 0.07 -0.01

Charge distribution, Mulliken scheme, values in e:
1. In 2.008
2. O 0.016
3. H 0.489
4. H 0.487

*x*
A molecular structure, H2InO. Source: the Open Molecules 2025 dataset; level of theory: ωB97M-V/def2-TZVPD.

Values from the calculation:
E_LUMO ... -24.9 eV
Net charge ... +3
HOMO ... -1.1401 Eh
Orbital gap ... 6.1 eV

Geometry (Å):
1 In 1.04 -1.86 -0.97
2 O -0.43 0.25 0.12
3 H -0.07 1.12 -0.27
4 H -0.55 0.48 1.12

Charge distribution, Mulliken scheme, values in e:
1. In 2.271
2. O -0.324
3. H 0.530
4. H 0.523

Result of the stability comparison: *w* is the most stable of them.